[1]
C4H5FN2O | wB97M-V/def2-TZVPD

For the orbital gap, the calculation gives 10.056 eV. Its maximum force is 3.9 eV/Å. The value obtained for the LUMO energy is -0.43 eV. Its total charge is 0. For the relative energy (zero: lowest compared OMol25 entry of this formula, charge and spin), the calculation gives 71.3 kcal per mole. As for the HOMO energy: -0.3853 hartree.

Each line ends with the Löwdin charge.
CARTESIAN COORDINATES (ANGSTROEM)
F1 1.988231 -1.103601 0.439340  -0.03
O1 -0.467254 -1.723923 0.096378  0.01
N1 -0.558714 1.330816 -1.442268  0.05
N2 -1.561416 1.537109 -0.413456  0.03
C1 1.159750 -0.253649 1.138377  -0.13
C2 0.302154 0.394770 -1.033605  -0.07
C3 -1.316180 0.777092 0.538743  -0.10
C4 -0.151881 -0.268687 0.261031  -0.35
H1 1.262459 0.237634 -1.517938  0.13
H2 -1.185990 -1.570796 -0.520163  0.09
H3 1.590001 0.695395 1.242971  0.11
H4 0.999914 -0.609122 2.191673  0.14
H5 -1.944578 0.998057 1.441173  0.13

Forces on atoms 1 to 3 (eV/Å):
F 0.55 0.15 0.49
O -0.27 3.33 0.29
N 2.80 -1.95 0.54

---

[2]
C4H5FO | wB97M-V/def2-TZVPD

For the orbital gap, the calculation gives 10.956 eV. Its maximum force is 3.5 eV/Å. The value obtained for the LUMO energy is 1.04 eV. Its total charge is 0. For the relative energy (zero: lowest compared OMol25 entry of this formula, charge and spin), the calculation gives 36.9 kcal per mole. As for the HOMO energy: -0.3644 hartree.

Each line ends with the Löwdin charge.
CARTESIAN COORDINATES (ANGSTROEM)
F1 0.640805 1.826527 -1.110985  0.07
O1 1.224369 0.092705 1.365123  0.00
C1 0.056700 -0.747775 1.322364  -0.10
C2 0.069012 0.558437 0.712859  -0.28
C3 0.064991 0.674198 -0.755723  -0.31
C4 -0.280850 -0.206681 -1.686062  0.11
H1 -0.526064 -1.210357 -1.466910  0.05
H2 0.063661 -1.651691 0.748217  0.10
H3 -0.432163 -0.974900 2.366276  0.15
H4 -0.372381 1.457809 1.139750  0.16
H5 -0.508081 0.181729 -2.634910  0.06

Forces on atoms 1 to 3 (eV/Å):
F -0.42 0.97 -0.42
O 0.24 -0.79 -0.13
C -1.01 -0.42 3.32

---

[3]
C4H5FOS | wB97M-V/def2-TZVPD

For the orbital gap, the calculation gives 8.054 eV. Its maximum force is 3.4 eV/Å. The value obtained for the LUMO energy is -0.59 eV. Its total charge is 0. For the relative energy (zero: lowest compared OMol25 entry of this formula, charge and spin), the calculation gives 59.7 kcal per mole. As for the HOMO energy: -0.3176 hartree.

Each line ends with the Löwdin charge.
CARTESIAN COORDINATES (ANGSTROEM)
S1 0.640043 -1.334582 -0.619048  0.78
F1 -3.066186 -0.056551 0.074042  0.01
O1 0.813690 1.785230 -0.518242  0.01
C1 -0.749108 -0.119218 -0.285436  -0.42
C2 -1.931390 -0.764204 -0.167860  -0.15
C3 -0.310840 1.341066 -0.356579  -0.22
C4 1.782978 -0.440576 0.522455  -0.45
H1 1.264816 -0.429349 1.549730  0.05
H2 -1.247870 1.876620 -0.396281  0.12
H3 -2.027762 -1.878927 -0.541357  0.15
H4 1.849414 0.648411 0.080793  0.02
H5 2.982218 -0.627920 0.657786  0.10

Forces on atoms 1 to 3 (eV/Å):
S 0.06 1.13 0.52
F 0.55 -0.88 -0.22
O -2.65 0.45 -0.26

---

[4]
C4H5FS | wB97M-V/def2-TZVPD

For the orbital gap, the calculation gives 8.457 eV. Its maximum force is 3.8 eV/Å. The value obtained for the LUMO energy is -0.33 eV. Its total charge is 0. For the relative energy (zero: lowest compared OMol25 entry of this formula, charge and spin), the calculation gives 28.5 kcal per mole. As for the HOMO energy: -0.3229 hartree.

Each line ends with the Löwdin charge.
CARTESIAN COORDINATES (ANGSTROEM)
S1 2.826617 -0.029200 -0.371816  0.68
F1 -1.900248 -0.025513 -0.833744  -0.01
C1 0.093198 -1.060606 0.058329  -0.13
C2 -1.050499 0.012965 0.220869  -0.32
C3 0.143157 1.075243 0.039031  -0.12
C4 1.205716 -0.011426 -0.197875  -0.79
H1 0.249973 -1.653444 0.980287  0.12
H2 -0.125590 1.560557 -1.006860  0.16
H3 -0.177144 -1.705703 -0.857126  0.14
H4 -1.638045 -0.018552 1.109269  0.13
H5 0.372870 1.855680 0.859631  0.14

Forces on atoms 1 to 3 (eV/Å):
S -1.61 -0.01 0.00
F -0.53 0.28 -0.75
C -0.79 -1.15 -1.21

---

[5]
C4H5GdLiO3 | wB97M-V/def2-TZVPD

For the orbital gap (alpha / beta), the calculation gives 8.241 / 5.063 eV. Its maximum force is 5.6 eV/Å. Its expectation value of S² is 20.049. The value obtained for the LUMO energy (alpha / beta) is -7.45 / -11.95 eV. Its multiplicity is 9. Its total charge is +2. As for the HOMO energy (alpha / beta): -0.5767 / -0.6253 hartree.

Each line ends with the Löwdin charge.
CARTESIAN COORDINATES (ANGSTROEM)
Gd1 -2.189521 0.347890 -0.899980  1.69
O1 2.988208 -0.110879 -0.288654  0.04
O2 1.762006 -0.049379 -1.018860  -0.05
O3 -1.617748 1.651662 0.528073  -0.40
C1 0.961237 -1.073795 -0.797852  -0.27
C2 -0.418461 -1.209513 -0.633765  -0.17
C3 -0.752526 1.545381 1.491254  -0.33
C4 0.068624 0.462968 1.635281  0.03
Li1 2.373849 0.873982 1.126211  0.79
H1 -0.149788 -2.073727 -1.504647  0.21
H2 1.587376 -1.965856 -0.702095  0.18
H3 -0.659794 2.418651 2.155155  0.14
H4 0.254840 -0.531248 2.035900  0.07
H5 -1.133208 -1.919235 -0.194150  0.10

Forces on atoms 1 to 3 (eV/Å):
Gd -2.34 0.66 -1.50
O -0.74 -0.68 -0.25
O 0.43 2.36 -0.48

---

[6]
C4H5I | wB97M-V/def2-TZVPD

For the orbital gap (alpha / beta), the calculation gives 7.863 / 7.862 eV. Its maximum force is 4.2 eV/Å. The value obtained for the LUMO energy (alpha / beta) is 0.39 / 0.39 eV. Its total charge is 0. For the relative energy (zero: lowest compared OMol25 entry of this formula, charge and spin), the calculation gives 120.9 kcal per mole. As for the HOMO energy (alpha / beta): -0.2746 / -0.2746 hartree.

Each line ends with the Löwdin charge.
CARTESIAN COORDINATES (ANGSTROEM)
I1 -1.476106 1.325636 0.195671  1.15
C1 1.076476 -0.510229 0.144521  -0.07
C2 0.722926 0.901244 0.321273  -0.61
C3 -1.750814 -0.802505 -0.077945  -0.46
C4 1.559261 0.398138 -0.697604  -0.06
H1 -2.222511 -1.069696 0.775591  -0.16
H2 2.223094 0.841916 -1.322349  0.07
H3 0.989889 -1.539835 0.420540  0.09
H4 -2.341694 -1.002937 -1.003878  -0.06
H5 1.219479 1.458268 1.244179  0.11

Forces on atoms 1 to 3 (eV/Å):
I 0.00 -1.02 -0.49
C -0.11 0.97 -1.86
C 1.32 0.81 3.93

---

[7]
C4H5I | wB97M-V/def2-TZVPD

For the orbital gap, the calculation gives 9.226 eV. Its maximum force is 5.6 eV/Å. The value obtained for the LUMO energy is 0.49 eV. Its total charge is 0. For the relative energy (zero: lowest compared OMol25 entry of this formula, charge and spin), the calculation gives 18.0 kcal per mole. As for the HOMO energy: -0.3211 hartree.

Each line ends with the Löwdin charge.
CARTESIAN COORDINATES (ANGSTROEM)
I1 -3.687639 0.250072 0.189199  0.70
C1 0.214319 0.178006 0.446232  -0.19
C2 0.437033 1.405033 -0.073278  0.02
C3 -0.728857 -0.912227 0.027282  -0.21
C4 -2.129413 -1.182010 -0.066340  -0.59
H1 1.188122 1.929574 0.503769  0.05
H2 -0.116274 1.893336 -0.892777  0.07
H3 -0.249368 -1.861397 0.149523  0.07
H4 0.705636 -0.286293 1.281685  0.09
H5 -2.422855 -2.142342 -0.360201  -0.01

Forces on atoms 1 to 3 (eV/Å):
I 0.77 -0.61 -0.25
C -2.09 -0.01 -1.46
C -0.25 -1.27 1.26

---

[8]
C4H5IN | wB97M-V/def2-TZVPD

For the orbital gap, the calculation gives 7.579 eV. Its maximum force is 4.4 eV/Å. The value obtained for the LUMO energy is -6.84 eV. Its total charge is +1. For the relative energy (zero: lowest compared OMol25 entry of this formula, charge and spin), the calculation gives 56.7 kcal per mole. As for the HOMO energy: -0.5300 hartree.

Each line ends with the Löwdin charge.
CARTESIAN COORDINATES (ANGSTROEM)
I1 1.480466 2.122110 1.019526  0.97
N1 -1.027654 0.486481 0.311277  -0.17
C1 0.786582 -0.611014 -0.332359  -0.16
C2 -1.893025 1.027632 0.907681  0.36
C3 -0.653264 -0.247279 -0.881837  -0.05
C4 0.408184 0.278288 0.808720  -0.69
H1 1.764159 -0.400081 -0.833339  0.12
H2 0.931769 -1.749732 -0.200125  0.16
H3 -1.276252 -1.179906 -0.929146  0.17
H4 -0.786409 0.428912 -1.722293  0.15
H5 0.265444 -0.155410 1.851895  0.13

Forces on atoms 1 to 3 (eV/Å):
I -0.30 -0.52 -0.16
N 1.10 -0.33 -0.50
C 0.31 -1.73 -1.22

---

[9]
C4H5IN2 | wB97M-V/def2-TZVPD

For the orbital gap, the calculation gives 7.453 eV. Its maximum force is 2.8 eV/Å. The value obtained for the LUMO energy is -0.64 eV. Its total charge is 0. For the relative energy (zero: lowest compared OMol25 entry of this formula, charge and spin), the calculation gives 86.2 kcal per mole. As for the HOMO energy: -0.2973 hartree.

Each line ends with the Löwdin charge.
CARTESIAN COORDINATES (ANGSTROEM)
I1 0.809954 2.606685 -1.785947  0.73
N1 0.702841 -1.535467 -1.081631  0.00
N2 0.558496 0.728223 -1.141240  -0.54
C1 -0.903687 0.648833 1.539244  -0.09
C2 -0.312038 -0.372466 0.723586  0.05
C3 0.065847 -1.471613 0.138717  -0.20
C4 0.925197 -0.393185 -1.673753  -0.46
H1 -0.074233 -2.445239 0.596319  0.12
H2 1.430499 -0.461511 -2.633344  0.11
H3 -1.306826 0.153855 2.428325  0.10
H4 -0.171392 1.389541 1.863260  0.09
H5 -1.724656 1.152345 1.026464  0.09

Forces on atoms 1 to 3 (eV/Å):
I 0.10 -0.20 -0.17
N 0.07 -1.26 0.02
N -1.25 -0.38 2.43

---

[10]
C4H5IN2O2S | wB97M-V/def2-TZVPD

For the orbital gap, the calculation gives 7.838 eV. Its maximum force is 5.4 eV/Å. The value obtained for the LUMO energy is -0.98 eV. Its total charge is 0. For the relative energy (zero: lowest compared OMol25 entry of this formula, charge and spin), the calculation gives 0.0 kcal per mole. As for the HOMO energy: -0.3239 hartree.

Each line ends with the Löwdin charge.
CARTESIAN COORDINATES (ANGSTROEM)
I1 -2.602947 -2.487261 0.122913  0.54
S1 0.621647 -1.430571 0.461949  0.74
O1 2.101138 1.493817 1.141200  0.04
O2 1.975814 1.408904 -1.143041  0.15
N1 -0.662542 0.546806 -1.040524  0.12
N2 -0.540235 1.202947 1.198360  0.15
C1 -0.987111 -0.562776 -1.537234  -0.21
C2 -0.505013 -1.815273 -0.807233  -0.87
C3 0.042037 0.707300 0.063338  -0.54
C4 1.456482 1.202195 -0.069712  -0.47
H1 -1.273490 0.743321 1.592900  0.07
H2 -0.243228 -2.635025 -1.290366  -0.04
H3 0.103485 1.600388 1.864874  0.10
H4 -1.583719 -0.738964 -2.381840  0.10
H5 2.097682 0.764191 1.824416  0.14

Forces on atoms 1 to 3 (eV/Å):
I 0.75 0.20 -0.56
S -0.05 0.51 -0.50
O -0.11 -1.01 -0.22